{
  "formula": "C30H45F3N8O3RbSSi",
  "method": "the ωB97M-V functional and the def2-TZVPD basis",
  "total_charge": -1,
  "homo_lumo_gap_ev": 6.354,
  "elements": ["Rb", "C", "C", "C", "C", "C", "C", "N", "N", "Si", "C", "C", "C", "H", "H", "H", "H", "H", "H", "H", "H", "H", "H", "H", "H", "H", "H", "H", "C", "N", "C", "C", "N", "C", "C", "C", "C", "C", "C", "C", "C", "C", "N", "C", "N", "C", "C", "N", "C", "C", "C", "N", "C", "C", "H", "H", "H", "H", "H", "H", "H", "H", "H", "H", "H", "H", "H", "H", "H", "H", "H", "H", "H", "H", "H", "H", "H", "H", "H", "H", "H", "H", "H", "H", "F", "C", "F", "F", "S", "O", "O", "O"],
  "positions_angstrom": [[1.01936, -1.14940, -1.19177], [5.07588, -1.47388, -1.96259], [4.74362, -0.00811, -2.08972], [5.68531, 0.87799, -2.59026], [5.32456, 2.22516, -2.66354], [4.08461, 2.62637, -2.24309], [3.15307, 1.67456, -1.71937], [3.53140, 0.35749, -1.67117], [1.93440, 1.97744, -1.28071], [1.27749, 3.43900, -0.76939], [2.44042, 4.50979, 0.28039], [-0.24175, 3.04975, 0.28642], [0.67124, 4.59389, -2.14309], [5.70036, -1.81156, -2.79073], [4.16637, -2.07187, -1.94659], [5.62215, -1.66082, -1.03469], [6.65410, 0.52992, -2.92358], [6.02401, 2.95275, -3.06295], [3.77955, 3.66304, -2.31556], [2.97826, 3.91215, 1.02118], [1.87874, 5.28530, 0.81029], [3.19386, 5.00711, -0.33441], [-0.06686, 2.17675, 0.91656], [-1.10666, 2.80897, -0.33431], [-0.51730, 3.89681, 0.92321], [1.50463, 4.97453, -2.73962], [0.14050, 5.45290, -1.71956], [-0.00801, 4.07768, -2.82631], [-1.21065, 1.03321, -2.56344], [-2.41387, 1.21258, -1.76847], [-3.05776, 2.50517, -1.86488], [-2.73984, 0.27796, -0.82815], [-1.83619, -0.52791, -0.38398], [-2.19147, -1.82579, -0.00718], [-3.06028, -2.52205, -0.82531], [-3.46556, -3.83249, -0.54880], [-2.99864, -4.45904, 0.56589], [-2.05888, -3.81744, 1.40652], [-1.55801, -4.53897, 2.51817], [-0.59396, -3.99915, 3.31160], [-0.09288, -2.72263, 3.02023], [-0.56730, -1.95676, 1.97064], [0.09634, -0.75408, 1.70553], [0.41535, 0.02433, 2.68385], [-0.35813, 0.21939, 3.82803], [0.23576, 0.09238, 5.13996], [-1.77496, -0.04633, 3.76621], [1.56373, 0.75821, 2.64891], [1.67778, 2.06187, 3.27349], [2.57537, 0.46818, 1.64254], [-1.60217, -2.49448, 1.12302], [-4.07468, 0.32004, -0.42404], [-4.47962, -0.27428, 0.82957], [-5.12157, 0.33837, -1.42588], [-1.36064, 1.51319, -3.53305], [-1.04034, -0.03008, -2.72227], [-0.32272, 1.46807, -2.09152], [-2.30288, 3.29461, -1.86765], [-3.71494, 2.65914, -1.01211], [-3.64569, 2.59935, -2.78488], [-3.39182, -2.04177, -1.73766], [-4.12808, -4.34457, -1.23509], [-3.29001, -5.47562, 0.79892], [-1.93446, -5.53900, 2.69485], [-0.18497, -4.55972, 4.14380], [0.73379, -2.32893, 3.60022], [1.31865, 0.16496, 5.06809], [-0.01702, -0.87903, 5.58503], [-0.12189, 0.88083, 5.81003], [-2.11849, 0.15023, 2.75347], [-2.29300, 0.63215, 4.44990], [-2.03000, -1.07978, 4.03025], [0.74002, 2.33248, 3.75100], [1.90839, 2.81590, 2.51815], [2.47663, 2.07171, 4.02231], [2.61210, -0.60077, 1.44875], [3.54564, 0.79283, 2.02510], [2.37283, 0.98818, 0.70116], [-3.64107, -0.28875, 1.51792], [-4.83490, -1.30353, 0.70792], [-5.28268, 0.32875, 1.26355], [-4.70770, 0.58198, -2.40084], [-5.89219, 1.07544, -1.17835], [-5.59698, -0.64815, -1.49370], [2.10124, -5.31211, -3.53737], [1.41997, -4.17721, -3.74109], [0.99899, -4.17849, -5.01298], [2.29523, -3.15757, -3.61053], [0.01674, -3.99803, -2.55766], [-0.77368, -5.17407, -2.80406], [-0.56856, -2.73198, -2.96990], [0.70333, -3.93459, -1.27877]],
  "forces_ev_per_a": [[0.126, 0.456, 0.267], [-0.016, 0.018, -0.030], [0.010, -0.005, 0.023], [0.007, 0.007, -0.028], [0.007, -0.004, 0.005], [-0.018, 0.004, 0.024], [-0.044, -0.025, -0.048], [0.102, 0.067, -0.057], [-0.053, -0.096, 0.076], [-0.008, 0.025, -0.032], [0.013, -0.030, 0.021], [0.020, 0.089, -0.015], [-0.002, 0.008, 0.012], [0.016, 0.001, 0.015], [0.006, -0.009, -0.003], [-0.016, -0.007, 0.014], [-0.005, -0.013, 0.003], [-0.011, 0.011, 0.001], [0.018, 0.012, -0.003], [0.006, 0.016, -0.027], [0.008, 0.000, 0.006], [-0.001, -0.004, -0.019], [0.043, -0.059, 0.065], [0.115, -0.010, 0.114], [-0.001, -0.006, -0.003], [0.003, -0.002, 0.008], [-0.002, 0.010, -0.025], [-0.014, -0.019, 0.004], [0.033, 0.032, 0.022], [-0.002, 0.007, -0.062], [-0.025, -0.006, -0.026], [-0.077, -0.018, -0.005], [0.141, 0.014, 0.019], [0.014, -0.037, -0.018], [0.041, -0.008, -0.006], [0.010, 0.006, 0.000], [-0.013, 0.003, -0.007], [-0.006, -0.018, 0.011], [0.004, 0.000, 0.013], [-0.006, 0.004, -0.001], [0.006, -0.003, -0.013], [0.022, -0.045, 0.047], [0.066, -0.009, -0.203], [-0.003, 0.002, 0.079], [0.014, -0.011, -0.017], [0.002, 0.011, 0.000], [-0.043, 0.035, 0.025], [0.000, -0.005, -0.001], [-0.043, 0.002, -0.055], [-0.018, 0.036, -0.014], [-0.029, -0.032, 0.015], [0.019, -0.029, -0.023], [-0.038, 0.050, 0.024], [-0.001, 0.008, -0.001], [-0.006, -0.015, -0.009], [-0.091, -0.004, -0.085], [-0.030, -0.047, -0.029], [-0.033, 0.012, -0.035], [-0.001, 0.005, -0.001], [0.003, -0.004, -0.005], [-0.005, -0.009, -0.003], [0.000, 0.001, -0.001], [0.002, -0.001, 0.006], [-0.003, 0.000, -0.002], [0.004, 0.005, 0.003], [0.000, -0.011, 0.008], [-0.015, -0.008, 0.011], [-0.001, -0.001, 0.004], [-0.002, -0.005, -0.002], [-0.009, -0.004, 0.005], [0.002, 0.002, 0.005], [-0.004, 0.022, 0.002], [-0.001, 0.001, 0.009], [-0.017, -0.010, 0.010], [0.003, 0.006, -0.003], [-0.005, -0.047, 0.069], [0.006, -0.022, 0.007], [-0.004, -0.017, -0.006], [-0.012, 0.002, 0.014], [0.000, 0.015, 0.008], [-0.001, 0.003, 0.003], [-0.013, -0.009, 0.011], [-0.001, -0.010, 0.005], [-0.004, -0.004, 0.001], [0.005, -0.011, 0.007], [0.008, 0.000, -0.014], [0.002, -0.006, -0.008], [-0.042, 0.023, 0.024], [-0.036, -0.201, -0.100], [-0.047, 0.025, 0.026], [0.010, 0.005, -0.058], [-0.038, -0.102, -0.045]]
}